No. 1
{
  "formula": "C9H11ClS",
  "method": "ωB97M-V/def2-TZVPD",
  "elements": ["C", "C", "C", "C", "C", "C", "C", "C", "C", "S", "Cl", "H", "H", "H", "H", "H", "H", "H", "H", "H", "H", "H"],
  "coordinates": [[-2.74980, 1.98023, 0.56423], [-1.47797, 1.67632, 0.93156], [-3.08359, 1.28641, -0.66928], [-0.76012, 0.73757, 0.03679], [1.80194, 0.50497, 0.75914], [0.47692, 0.36409, 0.10588], [1.47457, -0.66644, -0.11423], [2.24014, -0.82435, -1.43028], [1.16433, -1.95822, 0.55999], [-1.98015, 0.14672, -1.15487], [-3.22999, -1.68263, -0.01278], [-3.28674, 2.67321, 1.08435], [-0.99356, 2.03809, 1.80305], [-3.95748, 1.36093, -1.18914], [2.16828, 1.50721, 0.33702], [1.73877, 0.63063, 1.84317], [1.57083, -0.51656, -2.26376], [2.37244, -1.85989, -1.68567], [3.17477, -0.30595, -1.55085], [0.63811, -2.64800, -0.06167], [0.60917, -1.84849, 1.38693], [2.08914, -2.59583, 0.72041]],
  "forces_ev_per_angstrom": [[2.81, -2.43, -2.14], [0.13, -0.39, -0.94], [2.61, 0.15, 1.34], [-3.20, 1.17, 0.59], [-1.19, 3.54, 0.50], [1.33, -1.12, 0.06], [1.44, -0.24, -1.14], [-1.70, 0.21, -1.27], [3.03, -1.95, -2.24], [-0.30, 1.01, 0.64], [0.17, -0.63, 0.18], [-1.84, 1.52, 1.03], [0.35, 0.31, 0.61], [-2.21, 0.15, -1.22], [0.36, -1.88, 0.19], [0.41, -0.88, -0.10], [0.44, 0.23, 0.41], [0.38, -0.62, 0.34], [0.29, 0.30, 0.38], [-0.89, -0.05, -0.89], [-1.77, 0.39, 3.30], [-0.64, 1.20, 0.37]],
  "mulliken_charge": [-0.45, -0.68, -0.41, 0.74, -1.03, -0.19, 1.41, -1.51, -1.90, -0.02, -0.54, 0.54, 0.45, 0.50, 0.27, 0.32, 0.34, 0.44, 0.36, 0.48, 0.51, 0.37],
  "charge": 0,
  "molar_mass_g_mol": 186.71,
  "e_above_lowest_kj_mol": 243.6,
  "total_energy_ev": -32864.7867
}



No. 2
{
  "formula": "C9H11CoNOSbSe4",
  "method": "ωB97M-V/def2-TZVPD",
  "elements": ["Co", "N", "C", "O", "C", "C", "H", "H", "H", "H", "H", "H", "Se", "Sb", "Se", "Se", "Se", "C", "C", "C", "C", "C", "C", "H", "H", "H", "H", "H"],
  "coordinates": [[0.65945, 0.77376, -0.13763], [0.16956, -2.16556, 2.39352], [0.05122, -1.30896, 1.34664], [-0.16987, -0.09562, 1.53705], [0.17969, -1.84843, -0.05271], [-0.05913, -0.74227, -1.07698], [0.40913, -1.67369, 3.24372], [0.83331, -2.90568, 2.18727], [-0.51547, -2.68954, -0.16446], [1.18803, -2.28209, -0.15145], [-1.12155, -0.62616, -1.30100], [0.51723, -0.92295, -1.98224], [3.04076, -2.57967, -2.27987], [3.99844, -0.99255, -0.68902], [2.68021, 1.25784, -1.12092], [3.52492, -1.59510, 1.64828], [6.27754, -0.24259, -1.07087], [-2.97762, 3.49716, -1.33603], [-3.07880, 2.51963, -0.35230], [-1.98684, 1.72244, -0.03996], [-0.75509, 1.87637, -0.69582], [-0.67789, 2.86187, -1.67862], [-1.76876, 3.66265, -1.99695], [-3.83032, 4.11946, -1.58507], [-4.01862, 2.37779, 0.17298], [-2.08241, 0.96932, 0.73200], [0.26070, 2.99668, -2.20512], [-1.67460, 4.41997, -2.76834]],
  "forces_ev_per_angstrom": [[0.27, -0.50, -0.02], [0.04, 0.09, -0.14], [-0.05, 0.17, -0.17], [0.09, -0.26, -0.13], [0.04, -0.08, 0.19], [0.21, 0.15, 0.27], [0.01, -0.04, 0.02], [-0.04, 0.01, 0.05], [0.01, -0.03, 0.04], [-0.11, 0.12, -0.02], [0.05, 0.08, 0.00], [-0.04, 0.00, -0.01], [0.06, -0.07, 0.01], [-0.13, 0.31, -0.08], [-0.33, 0.13, -0.06], [-0.11, -0.04, 0.07], [-0.01, -0.07, -0.01], [-0.01, -0.01, 0.02], [-0.08, 0.06, -0.02], [0.04, 0.13, -0.08], [-0.04, -0.12, 0.23], [0.22, -0.02, -0.10], [-0.03, 0.02, 0.00], [0.00, -0.01, 0.01], [0.01, 0.00, 0.00], [-0.04, 0.01, -0.02], [-0.02, 0.01, -0.01], [0.01, 0.00, 0.00]],
  "mulliken_charge": [-0.29, -0.50, 0.52, -0.64, -0.38, -0.69, 0.29, 0.30, 0.34, 0.05, 0.41, 0.31, -0.76, 0.64, -0.54, -0.77, -0.76, -0.33, -0.61, -0.01, 0.34, -0.13, -0.47, 0.33, 0.34, 0.36, 0.30, 0.34],
  "charge": -2,
  "molar_mass_g_mol": 645.73,
  "e_above_lowest_kj_mol": 0.0,
  "total_energy_ev": -318600.8623
}



No. 3
{
  "formula": "C9H11IN3OS",
  "method": "ωB97M-V/def2-TZVPD",
  "elements": ["C", "S", "C", "N", "C", "N", "C", "C", "C", "C", "C", "O", "C", "N", "I", "H", "H", "H", "H", "H", "H", "H", "H", "H", "H", "H"],
  "coordinates": [[1.34880, 2.47850, 1.16338], [0.14991, 2.55084, -0.31206], [-1.09201, 1.47123, 0.23063], [-0.98040, 0.99862, 1.45048], [-1.04804, -0.19780, 1.89177], [-1.23648, -1.33824, 1.24260], [-0.71407, -2.07159, 0.39060], [0.67097, -2.03686, -0.01854], [1.81866, -1.38606, 0.32524], [2.89538, -2.02970, -0.40362], [2.25940, -3.09593, -1.10014], [0.93740, -3.07511, -0.84877], [-2.16939, 1.16115, -0.61276], [-2.25323, 1.91838, -1.92453], [-3.99686, 0.33599, -0.03743], [0.64120, 1.83454, 1.75438], [1.44636, 3.57144, 1.48148], [2.30931, 1.87518, 0.93074], [-1.11348, -0.27126, 3.03316], [-1.36317, -2.74233, -0.19718], [1.80678, -0.46499, 0.88637], [3.92580, -1.73910, -0.37709], [2.72507, -3.74046, -1.80568], [-2.21437, 1.21180, -2.80662], [-1.53302, 2.54171, -2.25590], [-3.22054, 2.24005, -2.08049]],
  "forces_ev_per_angstrom": [[-0.54, -0.36, -0.87], [1.57, 0.55, 0.08], [-1.89, -0.84, -2.46], [-0.28, -0.08, 1.29], [-0.31, -0.77, 2.59], [-1.30, 1.22, 0.79], [0.68, -0.13, -1.54], [-0.09, -0.88, 0.23], [0.38, -0.04, -0.99], [-2.66, -1.20, -0.19], [1.28, 3.20, 1.87], [0.92, -0.72, -0.90], [1.34, 1.24, 0.41], [-1.39, -3.76, -2.99], [0.57, 0.20, -0.23], [1.31, 1.10, 0.46], [0.18, -1.91, -0.20], [-1.58, 1.49, 0.17], [0.29, -0.13, -1.61], [0.37, -0.10, 0.52], [0.37, -0.17, 0.26], [0.21, -0.15, -0.17], [-0.38, -0.75, -0.31], [0.02, 1.19, 2.51], [0.41, 1.03, 0.87], [0.50, 0.78, 0.41]],
  "mulliken_charge": [-0.63, -0.24, 0.75, -0.61, -0.23, -0.19, -0.18, 0.23, 0.09, -0.64, -0.35, -0.33, -0.50, -0.35, 0.18, 0.21, 0.38, 0.27, 0.37, 0.40, 0.34, 0.42, 0.47, 0.40, 0.36, 0.37],
  "charge": 1,
  "molar_mass_g_mol": 336.18,
  "e_above_lowest_kj_mol": 6.7,
  "total_energy_ev": -34954.7337
}



No. 4
{
  "formula": "C9H11IN4S",
  "method": "ωB97M-V/def2-TZVPD",
  "elements": ["C", "C", "C", "C", "C", "C", "C", "C", "C", "N", "N", "N", "N", "S", "I", "H", "H", "H", "H", "H", "H", "H", "H", "H", "H", "H"],
  "coordinates": [[-3.09486, -1.71761, -1.07271], [-2.81496, -1.69486, 0.33395], [-2.24559, -1.04107, -1.96702], [-1.71328, -1.04894, 0.85306], [-1.17381, -0.29116, -1.38954], [-0.86641, -0.33663, -0.00002], [0.63253, 0.86968, -1.06910], [1.99197, -1.08224, 1.41319], [1.78196, 1.73929, -1.26791], [-0.20532, 0.41347, -2.00178], [0.61552, 0.67041, 2.92222], [1.90267, 2.76583, -0.35255], [0.22062, 0.41365, 0.18224], [1.31202, 0.63122, 1.57985], [3.69115, 0.49241, -1.27556], [-4.01990, -2.06345, -1.54988], [-3.56278, -2.17003, 1.05371], [-2.39132, -1.25713, -3.10572], [-1.38818, -1.17177, 1.83284], [1.27148, -1.61206, 0.69837], [2.95033, -1.04027, 0.89031], [2.12391, -1.54963, 2.47241], [1.87419, 3.73872, -0.64362], [1.74083, 2.07797, -2.27821], [0.06877, 1.47855, 3.24997], [1.29848, 2.78566, 0.49151]],
  "forces_ev_per_angstrom": [[0.61, 1.46, -0.36], [-1.69, -0.54, 0.01], [-0.08, -0.82, -0.33], [0.32, -0.17, -1.08], [-0.19, -1.29, 0.28], [-3.00, -1.25, -1.15], [-2.53, -2.04, -0.27], [-0.89, -1.08, 0.99], [0.10, 0.03, -0.15], [2.20, 1.86, -0.67], [-1.24, -0.75, 1.20], [-0.94, 2.32, 1.99], [1.90, 1.40, 0.04], [0.82, -0.47, -0.51], [-0.13, 0.22, -0.39], [0.40, -0.53, 0.79], [1.28, 0.52, -1.12], [0.42, 1.08, 2.26], [-0.05, -0.08, 1.87], [1.00, 0.36, 1.50], [-0.20, 0.27, 0.35], [-0.55, 0.83, -1.99], [0.47, -0.50, -0.87], [0.27, 0.15, -0.63], [0.90, -0.24, -0.69], [0.81, -0.74, -1.08]],
  "mulliken_charge": [-0.40, -0.55, -0.50, -0.54, 0.46, 0.40, 0.62, -0.68, -1.00, -0.77, -0.74, -0.36, 0.09, 0.56, -0.04, 0.35, 0.28, 0.29, 0.50, 0.23, 0.20, 0.30, 0.25, 0.61, 0.22, 0.21],
  "charge": 0,
  "molar_mass_g_mol": 334.19,
  "e_above_lowest_kj_mol": 14.5,
  "total_energy_ev": -34404.9529
}



No. 5
{
  "formula": "C9H11N",
  "method": "ωB97M-V/def2-TZVPD",
  "elements": ["C", "C", "C", "C", "C", "C", "C", "C", "C", "N", "H", "H", "H", "H", "H", "H", "H", "H", "H", "H", "H"],
  "coordinates": [[1.52005, -0.45601, -0.42668], [-0.23735, -2.32559, -0.75697], [-2.31598, -1.13443, -0.25246], [0.24948, -1.03039, -0.76558], [-0.70519, -0.01927, -0.56962], [1.20333, 0.73261, 0.13010], [-1.72520, -2.46183, -0.65662], [2.25034, 1.58151, 0.82827], [-0.68728, 2.19140, 0.69579], [-0.19574, 1.06227, 0.00126], [2.50430, -0.69692, -0.43801], [0.46926, -3.24411, -0.59436], [-3.18059, -0.77006, -0.99595], [-2.05337, -2.72942, -1.67155], [-2.05204, -3.33905, -0.05332], [2.15313, 1.59864, 1.91839], [2.04000, 2.57127, 0.48228], [3.17835, 1.16297, 0.54523], [-0.84327, 1.88046, 1.69570], [0.05563, 3.00215, 0.49942], [-1.62786, 2.42378, 0.38469]],
  "forces_ev_per_angstrom": [[-2.57, 1.94, 0.64], [1.20, -1.01, 0.52], [0.90, 3.20, -1.94], [0.27, -1.98, -0.20], [-6.33, -2.83, 1.01], [1.04, 0.35, 0.48], [0.73, 0.13, -0.69], [-2.45, -0.17, -0.06], [1.87, 0.13, -0.27], [3.34, -1.90, -0.68], [2.50, -1.57, -0.24], [-1.40, 1.89, -0.47], [1.82, -0.65, 1.66], [-0.05, -0.03, -0.13], [0.37, 0.69, 0.00], [-0.07, -0.18, -0.12], [0.85, 0.97, -0.16], [1.14, 0.11, -0.24], [0.41, 0.26, 1.52], [-1.04, -0.35, 0.75], [-2.52, 0.97, -1.37]],
  "mulliken_charge": [-1.03, -0.50, -0.63, 0.47, -0.25, 0.75, -0.15, -1.38, -1.06, 0.16, 0.48, 0.27, 0.11, 0.25, 0.39, 0.28, 0.38, 0.35, 0.35, 0.30, 0.45],
  "charge": 0,
  "molar_mass_g_mol": 133.19,
  "e_above_lowest_kj_mol": 477.4,
  "total_energy_ev": -10995.2569
}